78
Properties=species:S:1:pos:R:3:forces:R:3:mulliken_charge:R:1 method="wB97M-V/def2-TZVPD" charge=-1 lumo_ha=0.0785
C -3.42102 -3.88420 1.00594 0.5621 0.7256 -0.3980 -0.66
C -4.62058 -3.03977 0.50443 -0.6589 -1.4928 0.0059 -0.37
O -4.64640 -1.70441 0.93801 0.5385 -0.1951 0.0685 -0.44
C -3.40236 -1.00792 0.78741 0.5799 0.4286 0.4742 -0.03
P -2.80713 -0.68731 -1.00843 -0.5618 0.1458 -0.6232 0.72
B -2.52355 -0.21795 -2.88343 1.1994 0.1206 -0.2767 0.98
C -2.99907 1.17099 -3.55096 -0.4066 -0.5736 -1.2083 -0.93
O -1.88910 -1.17505 -3.76185 -0.8902 1.0709 -0.0405 -0.79
O -1.23655 -1.46579 -0.81338 0.8748 1.1435 0.3598 -0.70
C -0.21256 -0.48109 -0.83243 0.6259 0.5819 0.3596 0.06
C -0.78534 0.82141 -0.07383 1.2341 -2.3537 0.1459 0.07
C -0.37425 0.54857 1.42822 -0.5294 0.5847 0.1103 0.63
C -0.89444 1.62576 2.43667 -0.3893 -0.3793 -0.1707 -0.84
C -1.85416 1.05990 3.51799 0.5875 0.3766 0.5103 -0.56
C -1.16460 0.01969 4.46963 -0.9959 -0.1133 0.0060 -0.90
C -1.49070 -1.46602 4.11244 0.2264 1.1194 0.2326 0.05
O -0.28920 -2.04137 3.62295 -0.7499 -0.5183 0.0618 -0.36
C -0.47601 -3.37957 3.17192 0.9599 -0.1731 0.1010 -0.75
O -2.14828 0.82969 -0.36883 1.0065 1.0639 0.5523 -0.70
H -3.13301 -3.55840 2.02116 -0.3211 -0.3045 -0.3272 -0.02
H -3.60585 -4.97201 0.99308 -0.1760 0.4619 0.0070 0.44
H -2.54095 -3.68280 0.36009 -0.3618 -0.1163 0.3482 0.15
H -4.71065 -3.13020 -0.59613 0.2582 0.1913 0.4601 0.25
H -5.54451 -3.51968 0.89946 0.3383 0.4456 -0.0338 0.39
H -2.57312 -1.42811 1.41203 -0.6837 -0.2092 -0.4599 -0.29
H -3.57626 -0.00470 1.21904 -0.1829 -0.4978 -0.3800 0.08
H -3.22983 -1.95877 -1.55688 -0.5762 -0.1509 0.2947 -0.29
H -4.09395 0.00993 -1.18094 -0.2354 -0.2453 0.0603 -0.27
H -4.00749 1.50300 -3.24531 0.5976 0.0517 0.2102 0.32
H -2.24496 1.97032 -3.41718 -0.3996 -0.3691 0.3091 0.28
H -3.05931 1.00819 -4.65896 0.0298 0.1491 0.5349 0.15
H -0.94044 -1.06681 -3.71519 0.3910 -0.3452 0.3876 0.24
H 0.68906 -0.78656 -0.26404 -0.6078 -0.3434 -0.1146 0.52
H 0.23155 -0.29368 -1.84271 -0.8814 0.1052 0.4320 -0.58
H -0.20744 1.73890 -0.30971 -0.7421 -0.1498 -0.5603 0.29
H -0.67417 -0.47448 1.71814 -0.0178 0.4936 -0.1062 -0.25
H 0.72824 0.56675 1.48176 -0.4632 -0.1606 -0.2616 -0.02
H -0.02481 2.11187 2.93091 -0.4719 -0.2239 -0.0913 0.24
H -1.42751 2.42106 1.87854 0.2101 -0.3286 0.1759 0.37
H -2.76910 0.63233 3.06607 0.5324 0.1528 0.1194 0.17
H -2.18855 1.89473 4.17129 0.0846 -0.2656 -0.4475 0.44
H -1.55671 0.21547 5.48860 0.3547 -0.1282 -0.3837 0.34
H -0.07061 0.17531 4.48336 -0.4604 -0.1920 0.0059 0.32
H -1.87285 -2.03064 4.99126 0.3058 0.1915 -0.2776 0.49
H -2.29866 -1.44873 3.35540 0.4181 -0.3039 0.1825 -0.01
H -0.17444 -3.42022 2.11138 -0.4907 -0.1354 0.2645 0.21
H 0.22936 -4.02200 3.73858 -0.3397 0.1499 -0.2140 0.30
H -1.49427 -3.76604 3.34053 0.3538 0.2878 -0.2286 0.34
C 3.45895 4.02288 -0.09139 0.2450 0.4043 -0.1651 -0.48
C 2.52757 3.79980 1.07006 -0.2135 0.2967 0.3709 -0.44
O 1.90245 2.56228 0.73691 0.3397 0.3019 -0.0404 -0.02
C 2.73181 1.89817 -0.09938 -0.2310 -0.2251 -0.1227 0.51
O 2.58841 0.77046 -0.42602 0.2824 -0.2234 -0.0333 -0.38
O 3.75320 2.69380 -0.51385 -0.0244 0.0590 0.1159 -0.38
H 4.36857 4.55030 0.19174 0.0722 -0.1835 -0.0682 0.33
H 2.97942 4.55730 -0.91533 -0.0316 -0.0497 0.0295 0.27
H 3.05774 3.68432 2.01921 0.0185 -0.0216 -0.0548 0.28
H 1.78743 4.59168 1.17227 -0.1311 -0.1866 -0.0137 0.31
C 5.92122 -1.27192 1.50412 -0.2434 -0.4424 -0.0421 -0.30
C 5.38659 0.11637 1.28856 -0.5115 0.1650 -0.2771 0.21
O 6.30080 0.92349 2.03804 0.1798 -0.2142 0.0318 -0.34
C 7.46317 0.23605 2.14166 0.0786 0.0852 0.0337 0.60
O 8.47782 0.69183 2.55907 0.1162 0.0350 0.0439 -0.55
O 7.31823 -1.03910 1.70568 -0.0424 0.2038 0.0410 -0.33
H 5.75423 -1.92373 0.64913 0.1990 0.0166 0.0183 0.30
H 5.50902 -1.74635 2.39799 0.0393 0.0519 -0.0078 0.27
H 5.42173 0.42106 0.24056 -0.0034 -0.0070 0.0515 0.18
H 4.36941 0.23549 1.65655 0.0984 0.1226 0.0739 -0.04
C -0.19842 1.86826 -6.24661 -0.3045 0.4131 -0.1166 -0.36
C 0.15887 0.60673 -6.98537 -0.1411 -0.1977 -0.4891 -0.33
O 1.07610 -0.02679 -6.09621 -0.0407 0.1571 0.0222 -0.36
C 0.82187 0.44425 -4.84875 0.0397 -0.0712 0.3171 0.58
O 1.28869 -0.00162 -3.85299 0.1427 -0.0652 -0.1480 -0.54
O -0.03657 1.48804 -4.88477 0.2124 -0.0274 -0.1863 -0.20
H -1.21986 2.19297 -6.43849 -0.0100 -0.0452 0.2365 0.30
H 0.48509 2.69333 -6.46689 0.0224 -0.0540 0.0051 0.26
H -0.70177 -0.05030 -7.13096 0.0058 0.0361 0.0897 0.27
H 0.62478 0.80133 -7.95059 0.1604 -0.1069 0.1076 0.30